Record 1
Entry from the Open Molecules 2025 dataset: a structure of composition C27H20Cl2CrN5O6S in a non-equilibrium geometry (ωB97M-V/def2-TZVPD).

```
62
Properties=species:S:1:pos:R:3:forces:R:3:lowdin_spin:R:1
H 0.71653 0.45211 -4.66812 0.1750 -0.1652 0.1850 0.000
H -0.16616 -0.71939 4.79660 -1.3046 0.0663 -0.6111 0.000
C -1.80945 0.47163 2.13907 -0.0404 -0.0415 -3.1563 0.003
H -3.80474 -0.87699 0.99669 -0.6221 -1.1128 -0.4511 0.000
C 0.17516 -0.21327 -2.68290 1.1182 0.4537 -1.1778 0.010
C -2.96868 -2.84334 0.71497 2.0896 -0.6952 -1.6844 0.001
C 4.31676 4.06883 -2.75753 -1.1396 0.3906 0.0462 0.000
C 0.07602 0.56595 -3.80467 -0.7117 0.4916 -0.6452 0.000
C 4.43987 2.70760 -2.77449 1.8140 0.0010 -0.4501 0.000
C 1.18830 -3.08773 1.31385 0.7025 0.1502 -1.3742 0.006
C -2.65460 1.35792 2.73877 -0.1209 1.2734 1.5789 0.000
H 4.91743 4.74290 -3.32000 0.6070 0.0802 -0.4673 0.000
N -1.52496 0.38724 0.70968 -0.3176 0.1822 1.1018 -0.012
C 2.68614 2.31476 -1.23684 -1.0481 2.4313 1.0483 -0.002
H 1.71268 -2.90060 -1.95401 -0.0496 -0.4141 1.6278 0.000
C -2.20978 1.02128 -0.26502 0.4804 0.1411 0.2773 0.008
C 3.27904 4.59110 -2.02720 -0.5978 0.3677 1.2342 0.000
N 0.74995 2.51062 0.24448 0.8231 1.3641 -0.5989 0.010
C 2.55144 3.71288 -1.25834 -1.7823 -0.7204 0.1413 0.000
C 1.91812 -5.22628 0.51779 1.3419 0.3216 1.0060 0.004
Cl -1.75190 0.61886 6.58468 -0.1310 0.2930 -0.3557 0.000
N -0.58713 -0.00484 -1.62728 0.2149 -0.6456 0.2797 0.001
C -0.98959 -0.25242 4.19508 1.7843 -0.7374 1.6122 -0.001
O 0.04814 4.80314 -0.75924 1.1826 -1.1253 0.1112 0.001
C 1.61911 1.73362 -0.30256 0.6446 -2.4879 -0.3445 0.006
C -2.66480 1.49490 4.16254 -1.1617 -0.9666 -2.0118 -0.001
N -0.19553 -1.34706 2.01633 -1.6942 3.2609 0.5167 -0.003
C 3.70509 1.84584 -2.00656 -0.0474 -2.5584 0.1142 0.000
C -1.04838 -0.43478 2.85737 1.9704 -1.5371 -1.1852 0.006
O -3.21127 1.67477 -0.19537 -1.7404 0.8923 0.5304 0.015
C 1.98541 -4.65294 -0.72877 -0.4937 0.1108 -0.0867 0.000
H -4.83712 -2.29105 1.47735 -0.0060 0.3894 -0.5923 0.000
H 1.05185 -0.85603 -2.66801 -0.4421 -0.3795 0.6733 0.001
Cr 0.01089 -0.65270 0.20552 0.2018 -0.8691 -0.1033 2.884
N 1.30474 -2.47715 0.10047 -1.1949 -1.7121 0.0920 0.004
Cl -4.02083 2.35513 4.84260 0.8033 -0.0095 0.1265 0.000
O 1.62179 0.40791 -0.14460 -0.4062 1.5290 -0.0911 0.015
H -3.13705 -3.91095 0.47552 -0.6448 0.5663 0.0950 0.000
H 5.28618 2.36136 -3.32665 0.2587 -0.6861 -0.3662 0.000
C 1.65649 -3.32637 -0.89921 0.2841 1.7658 -1.3060 0.005
H 3.92651 0.76769 -1.99746 -0.0331 0.5292 -0.1721 0.000
H -4.65429 -1.86616 -0.31222 0.3191 -0.1051 0.9134 0.000
O -1.88936 -2.47385 -0.31032 -0.9113 -0.0428 1.4951 0.009
S 1.18199 4.11980 -0.15309 -0.5988 0.7170 0.1635 0.000
H -2.47659 2.60505 -2.73365 0.9446 -1.4901 0.2334 0.000
H -2.36196 -2.87868 1.60523 -0.3194 0.4624 0.6848 0.000
C -1.56356 0.90061 -1.59617 1.0395 0.4248 -1.9346 0.008
C -4.15723 -1.90804 0.69014 0.5473 0.5096 0.5252 0.001
C -1.74706 1.73342 -2.73733 -0.8800 0.6369 1.2111 -0.002
C -1.82202 0.66529 4.82736 0.4200 -0.3201 1.9320 0.000
C -0.89451 1.55943 -3.81520 -0.4222 0.6141 0.1172 0.006
H 2.29897 -6.22574 0.72447 -0.3861 0.0976 -0.2191 0.000
H -0.97321 2.29101 -4.61954 0.1057 -0.3962 -0.0111 0.000
C 1.62911 -4.37240 1.56131 -0.3966 -0.1686 1.0199 -0.001
H 3.06198 5.64503 -1.94437 0.0757 0.1528 -0.1592 0.000
H 1.65966 -4.59303 2.63688 -0.2250 -0.4384 -0.6275 0.000
H -2.41132 -2.39726 -1.09911 -0.0464 0.2110 -0.9581 0.000
O 1.80914 4.78623 0.95816 -0.2779 -0.4111 0.0373 0.001
O 0.46053 -2.92542 3.55289 0.0176 0.6799 -1.5693 0.010
C 0.45709 -2.41407 2.40765 0.2138 -0.8093 3.4200 0.006
H 2.28920 -5.23193 -1.56217 0.1181 -0.3455 -0.7727 0.000
H -3.25824 2.08655 2.23455 -0.1041 -0.1667 -0.6681 0.000
```
Positions in Å, forces in eV/Å.

Calculated values
energy relative to the best compared isomer or geometry (same formula, charge and spin)	0.945	eV
multiplicity	4
net charge	0
largest force on an atom	3.71	eV/A
E	-4129.21842	Ha
LUMO level (alpha / beta)	-0.79 / -0.68	eV

***

Record 2
Entry from the Open Molecules 2025 dataset: a structure of composition C27H20N3OPdS (ωB97M-V/def2-TZVPD).

```
53
Properties=species:S:1:pos:R:3:forces:R:3:nbo_charge:R:1
C 2.57704 -1.06039 2.61531 -0.0267 0.0009 0.0156 -0.073
Pd -1.09287 0.80894 1.36042 0.5130 -0.5001 0.2198 1.031
C -2.35252 0.88228 5.38508 -0.0742 -0.0463 0.0196 -0.275
C -2.07776 0.50192 6.67724 0.0103 0.0071 0.0117 -0.161
C 1.60720 1.64705 -3.20044 -0.0498 -0.0024 -0.0221 -0.151
C 0.04139 0.68386 -1.60718 -0.0717 0.2225 0.0211 -0.201
C -3.48316 -1.23545 2.01903 -0.0229 0.0034 -0.0055 -0.042
O -1.82154 1.01706 3.13299 -0.3738 0.1074 0.2682 -0.721
C 1.67769 2.15462 -4.50604 0.0664 -0.0440 -0.0072 -0.153
C 0.03448 -0.35765 5.98309 0.0130 0.0298 0.0112 -0.165
H 2.25578 -1.25625 4.70529 -0.0218 -0.0121 -0.0004 0.430
H 1.01316 1.77168 -5.26857 -0.0258 0.0403 0.0098 0.231
H -3.64855 -0.58726 2.86468 0.0144 0.0133 -0.0064 0.248
H -3.27608 1.38519 5.12937 -0.0087 -0.0159 0.0191 0.227
H -4.91456 -2.86787 2.31444 -0.0037 0.0105 0.0053 0.263
H 2.40038 1.76355 -1.20452 -0.0255 0.0164 0.0026 0.219
H 4.02780 3.53550 -1.76338 -0.0195 0.0253 0.0048 0.233
C 3.39753 3.67627 -3.81231 -0.0156 0.0146 0.0069 -0.139
H -1.74669 -1.70489 -0.67841 -0.0031 0.0094 -0.0078 0.235
C 2.56017 3.17686 -4.80157 -0.0029 -0.0195 -0.0061 -0.202
C 1.09296 -0.84555 -4.77920 -0.0068 -0.0040 0.0106 -0.089
H -2.80400 0.69544 7.45590 0.0050 0.0205 0.0016 0.223
C 0.75782 -0.26281 3.61623 -0.1266 -0.0379 0.1439 0.378
C -0.43570 0.81981 -0.47947 0.1351 -0.4972 0.3332 -0.082
H 1.39769 -2.22473 -6.38442 -0.0028 0.0018 -0.0050 0.235
H 3.52397 -1.56067 2.52700 0.0051 0.0048 0.0109 0.234
C 1.77956 -0.46651 1.69761 0.0581 0.1025 0.0696 -0.092
C -1.46859 -1.92780 -4.59019 0.0029 0.0090 -0.0111 -0.202
C -0.87270 -0.13021 6.99008 -0.0080 0.0248 -0.0207 -0.255
H 0.97501 -0.83024 6.24022 -0.0081 -0.0150 -0.0043 0.192
C 0.60868 0.64809 -2.85882 0.0413 -0.0591 0.0199 0.204
C 0.20457 -0.38161 -3.79847 -0.0468 0.0596 -0.0384 -0.152
C 0.70395 -1.85207 -5.64363 0.0028 0.0062 0.0133 -0.232
C -4.13202 -2.39327 1.74740 0.0143 -0.0160 0.0118 -0.438
C -0.57563 -2.38503 -5.55506 -0.0030 -0.0101 0.0051 -0.137
N 0.65925 0.02988 2.33227 0.1254 0.3239 -0.6189 -0.529
H -0.88080 -3.16392 -6.24134 0.0011 0.0009 -0.0015 0.232
C -2.44675 -1.78123 0.13971 0.0086 -0.0523 0.0254 -0.152
H -2.46848 -2.33674 -4.53946 0.0044 -0.0068 0.0037 0.231
H 4.07879 4.48426 -4.04392 0.0366 -0.0337 -0.0131 0.232
H -1.76815 -0.56032 -2.96538 0.0034 -0.0048 0.0057 0.229
S -3.52719 -3.08069 0.30515 0.0172 -0.0172 -0.0119 0.498
C -1.07800 -0.94303 -3.70663 -0.0079 0.0078 -0.0128 -0.148
C 2.45135 2.16444 -2.20832 -0.0115 0.0511 -0.0016 -0.086
C 3.35622 3.15783 -2.52193 0.0104 -0.0131 0.0058 -0.227
H -0.65143 -0.42786 8.00481 0.0013 -0.0019 0.0016 0.224
C -0.22372 0.01434 4.65546 0.1087 -0.0501 -0.0464 -0.162
N -2.52490 -0.89799 1.09548 -0.3097 0.2989 -0.2594 -0.494
N 1.92096 -0.92621 3.81788 0.0335 0.0191 -0.0420 -0.501
C -1.44548 0.63454 4.34026 0.0563 0.0535 -0.1402 0.357
H 2.09399 -0.43974 -4.83065 0.0052 -0.0243 0.0007 0.224
H 1.92577 -0.35207 0.63842 -0.0084 -0.0168 -0.0012 0.219
H 2.59411 3.58666 -5.80150 -0.0086 0.0153 0.0053 0.233
```
Positions in Å, forces in eV/Å.

Calculated values
energy relative to the best compared isomer or geometry (same formula, charge and spin)	0.000	eV
net charge	+1
largest force on an atom	0.75	eV/A
E	-1806.16933	Ha
LUMO level	-4.95	eV

***

Record 3
Entry from the Open Molecules 2025 dataset: a structure of composition C27H20N5O4SeTl (ωB97M-V/def2-TZVPD).

```
58
Properties=species:S:1:pos:R:3:forces:R:3:lowdin_charge:R:1
C 0.58827 3.58094 -0.85393 -0.0267 0.0133 0.0483 -0.403
C 3.18082 4.06977 -1.95701 0.1711 0.0163 -0.0255 -0.148
C -1.35146 -1.67841 4.13757 -0.0132 0.0690 -0.0342 -0.036
N -3.28593 -0.81066 0.87417 -0.0110 -0.2274 -0.0322 0.061
H -0.08559 -4.36670 5.77034 0.0028 0.0100 0.0087 0.083
H -5.76080 -1.66779 2.95824 0.0125 0.0315 -0.0004 0.088
C 3.43710 0.06014 -4.95237 -0.0280 0.0059 0.0069 -0.121
N -1.08745 -0.94538 -0.69547 -0.4080 -0.0369 0.3037 -0.039
Se -3.91877 2.34473 -0.39919 -0.7692 0.2745 -0.0400 -0.184
C 0.94571 -2.02745 3.54039 -0.0439 0.0033 -0.0222 -0.038
C -1.30090 -2.77700 4.98279 -0.0028 -0.0545 0.0629 -0.105
C 0.85342 4.67107 -1.74670 0.0167 0.0889 -0.0202 -0.031
H -1.06776 -2.98361 -0.38518 0.0664 0.0253 -0.0338 0.115
H 2.70246 1.97428 -5.60976 -0.0192 0.0050 0.0177 0.107
H 3.92502 -1.85612 -4.09988 -0.0036 0.0107 0.0191 0.081
Tl -1.75690 1.38890 0.09871 0.6877 0.3245 0.1475 0.529
H -2.18405 -3.06970 5.54050 0.0004 0.0046 -0.0128 0.090
H 1.97513 -1.82455 -2.54801 -0.0291 -0.0114 0.0125 0.098
H -4.80203 0.28577 1.67080 0.0403 0.0105 -0.0276 0.066
H -2.58090 -4.05605 1.33476 -0.0043 0.0076 -0.0061 0.103
C 3.23729 -1.01854 -4.09489 0.0582 -0.0764 0.0072 -0.125
N 0.52633 1.10327 0.83003 -0.4822 0.1907 -0.2954 -0.052
C 1.45476 1.13619 -4.09366 0.0618 -0.1694 -0.0018 -0.276
H -0.07335 2.00543 -3.45447 -0.0220 0.0388 0.2068 0.078
C -4.23656 -3.01071 2.23457 -0.0166 0.0601 0.0097 -0.103
O -0.65375 1.09393 -2.25083 0.1561 -0.1515 0.0021 -0.085
N 0.71062 0.06928 1.70937 0.2365 -0.4280 0.3184 0.043
H -4.60379 -3.87366 2.77891 0.0073 -0.0045 -0.0103 0.093
O 0.61175 2.16538 -4.16066 0.0289 0.1539 -0.1822 0.066
C -0.23381 -1.29690 3.40154 -0.0331 -0.0948 0.1332 -0.134
C 1.69879 2.70797 -0.58275 -0.0806 0.1329 -0.1951 -0.160
H 4.28663 0.06698 -5.62697 0.0024 0.0110 0.0032 0.086
C 2.09799 4.90830 -2.26633 -0.0691 -0.0591 0.0207 -0.131
O -0.56081 3.44377 -0.33570 0.1783 0.0541 -0.0272 -0.174
C -3.11534 -3.11819 1.43130 0.1394 -0.0212 -0.0929 -0.042
C -4.87673 -1.78400 2.34377 -0.0001 -0.0823 0.0220 -0.078
N -0.07970 -1.04420 -1.56737 0.4888 -0.1314 -0.3682 0.052
C 2.55935 1.12535 -4.95246 0.0211 0.0432 -0.0599 -0.030
H 0.00752 5.29929 -2.00053 0.0052 0.0105 0.0408 0.105
O -1.42327 0.53834 2.46971 -0.0232 -0.0477 -0.1019 -0.119
H 1.92190 -3.68002 4.49300 -0.0075 -0.0036 -0.0170 0.087
C 2.15297 -1.00895 -3.23457 0.0642 0.0967 -0.0127 -0.043
C 0.99824 -3.12057 4.39096 0.0361 -0.0198 0.0183 -0.111
C 1.59520 1.58122 0.30258 0.0088 -0.0375 0.1299 -0.089
C -4.35367 -0.70370 1.63936 -0.0791 -0.0771 0.0898 -0.148
C -0.12609 -3.50439 5.11395 -0.0098 -0.0021 -0.0074 -0.129
C 1.25607 0.05661 -3.21273 -0.0496 0.0325 -0.0522 -0.074
H 4.16743 4.26878 -2.35936 -0.0215 -0.0489 -0.0251 0.073
H 2.24737 5.74793 -2.93899 -0.0104 0.0054 0.0030 0.084
C -2.66231 -1.98214 0.75432 -0.3629 0.0714 0.2751 -0.271
C -0.34714 -0.12624 2.46793 0.1248 0.2649 -0.2207 -0.526
C 0.08913 0.07254 -2.28352 -0.2060 -0.2494 0.2706 -0.437
H 2.53729 1.10408 0.58991 -0.0432 -0.0332 0.0526 0.119
C 2.95853 2.98976 -1.13241 -0.0308 -0.0430 -0.0028 -0.084
H -2.25884 -1.09845 4.02090 0.0139 0.0005 -0.0406 0.109
H 3.77798 2.31531 -0.89676 0.0024 0.0043 0.0137 0.098
C -1.51757 -2.01969 -0.14675 0.2614 0.0325 -0.2629 -0.089
H 1.80417 -1.72155 2.95885 0.0129 0.0069 -0.0133 0.099
```
Positions in Å, forces in eV/Å.

Calculated values
energy relative to the best compared isomer or geometry (same formula, charge and spin)	0.000	eV
net charge	-2
largest force on an atom	0.82	eV/A
E	-4189.61569	Ha
LUMO level	4.49	eV